Entry 1:
DFT (wB97M-V/def2-TZVPD) results for a molecular structure, C30H26CoN6O3S.

```
67
Properties=species:S:1:pos:R:3:forces:R:3:nbo_charge:R:1
Co 0.187 -0.472 -0.010 0.1 -0.3 -0.5 1.21
O -1.005 0.981 -0.537 0.5 0.1 0.4 -0.77
C -2.212 1.117 -0.104 -0.2 -0.1 -0.1 0.39
C -2.825 2.397 -0.128 0.0 -0.1 0.0 -0.26
C -4.111 2.589 0.312 0.0 0.0 0.0 -0.19
C -4.886 1.523 0.789 0.0 0.0 0.0 -0.30
C -4.334 0.265 0.799 0.0 0.0 0.0 -0.14
C -3.015 0.032 0.370 0.0 0.1 0.0 -0.27
C -2.517 -1.317 0.401 0.1 0.0 0.0 0.13
N -1.288 -1.626 0.197 -0.2 0.2 0.1 -0.33
N -0.928 -2.962 0.330 0.1 -0.2 -0.1 -0.43
C 0.316 -3.099 -0.045 -0.3 0.2 -0.3 0.55
O 1.035 -2.123 -0.510 0.2 -0.3 0.7 -0.78
C 0.946 -4.437 0.067 0.0 -0.1 0.0 -0.04
C 0.174 -5.595 0.135 0.0 0.0 0.0 -0.20
C 0.787 -6.828 0.277 0.0 0.0 0.0 -0.22
C 2.171 -6.915 0.361 0.0 0.0 0.0 -0.21
C 2.942 -5.764 0.290 0.0 0.0 0.0 -0.21
C 2.332 -4.529 0.136 0.0 0.0 -0.1 -0.21
H -2.235 3.220 -0.511 0.0 0.0 0.0 0.21
H -4.536 3.586 0.284 0.0 0.0 0.0 0.21
H -5.899 1.686 1.129 0.0 0.0 0.0 0.21
H -4.918 -0.582 1.145 0.0 0.0 0.0 0.20
H -3.199 -2.131 0.643 0.0 0.0 0.0 0.20
H -0.902 -5.509 0.076 0.0 0.0 0.0 0.23
H 0.186 -7.727 0.321 0.0 0.0 0.0 0.21
H 2.648 -7.880 0.480 0.0 0.0 0.0 0.21
H 4.021 -5.830 0.352 0.0 0.0 0.0 0.21
H 2.917 -3.622 0.061 0.0 0.0 0.0 0.22
S 5.482 0.837 5.221 -0.1 0.0 -0.1 0.92
N 3.885 0.647 5.385 0.0 0.0 0.0 -0.61
C 3.392 0.480 4.170 0.1 0.0 0.0 0.19
C 1.996 0.281 3.844 -0.1 0.0 -0.2 -0.14
C 0.966 0.266 4.782 -0.1 0.0 0.0 -0.12
C -0.329 0.105 4.340 0.0 0.0 0.1 -0.24
C -0.564 -0.074 2.979 0.1 -0.1 0.0 0.08
N 0.413 -0.094 2.084 -0.2 0.1 0.1 -0.48
C 1.669 0.111 2.495 -0.2 0.1 0.2 0.24
C 2.674 0.197 1.445 0.3 0.0 -0.2 0.26
N 2.238 0.095 0.181 -0.3 0.3 -0.3 -0.46
C 3.123 0.132 -0.800 0.0 -0.1 0.0 0.09
C 4.489 0.297 -0.583 0.0 0.0 0.0 -0.25
C 4.948 0.432 0.707 0.0 0.0 0.0 -0.12
C 4.026 0.384 1.752 -0.2 -0.1 -0.1 -0.11
C 4.383 0.524 3.149 0.0 0.0 0.1 0.10
N 5.605 0.720 3.614 0.0 0.0 0.0 -0.59
H 1.197 0.398 5.831 0.0 0.0 0.0 0.24
H -1.161 0.108 5.030 0.0 0.0 0.0 0.23
H -1.567 -0.215 2.596 0.0 0.0 0.0 0.23
H 2.733 0.009 -1.801 0.0 0.0 0.0 0.22
H 5.166 0.318 -1.425 0.0 0.0 0.0 0.23
H 5.998 0.570 0.927 0.0 0.0 0.0 0.24
C 0.064 4.535 1.756 0.0 0.0 0.0 -0.64
C 1.158 3.483 1.678 0.0 0.0 0.0 -0.05
O 1.139 2.773 0.456 0.0 0.2 0.1 -0.55
C 1.792 3.444 -0.605 0.0 0.0 0.0 -0.06
C 1.298 2.874 -1.918 0.0 0.0 0.0 -0.62
H 0.080 5.029 2.729 0.0 0.0 0.0 0.21
H -0.909 4.064 1.618 0.0 0.0 0.0 0.22
H 0.187 5.302 0.990 0.0 0.0 0.0 0.20
H 0.999 2.740 2.464 0.0 0.0 0.0 0.17
H 2.149 3.930 1.845 0.0 0.0 0.0 0.16
H 2.881 3.328 -0.498 0.0 0.0 0.0 0.15
H 1.580 4.519 -0.568 0.0 0.0 0.0 0.17
H 1.273 1.787 -1.875 0.0 0.0 0.0 0.21
H 1.948 3.182 -2.738 0.0 0.0 0.0 0.20
H 0.280 3.201 -2.124 0.0 0.0 0.0 0.22
```
Forces are in eV/Å.

Values from the calculation:
- E (eV) = -95078.7749
- HOMO-LUMO gap (spin up / spin down) (Ha) = 0.224 / 0.229
- multiplicity = 2



Entry 2:
DFT (wB97M-V/def2-TZVPD) results for a molecular structure, C30H26CuI2N3O at a distorted geometry.

```
63
Properties=species:S:1:pos:R:3:forces:R:3:nbo_charge:R:1
Cu 0.277 -0.158 0.148 0.0 0.7 -0.1 1.28
I -0.620 -3.894 -3.178 0.3 0.0 0.3 0.11
C 0.708 -3.834 -1.539 -0.6 0.5 -0.4 -0.27
C 1.468 -4.946 -1.232 0.4 -0.2 0.4 -0.23
C 2.335 -4.914 -0.163 0.2 -0.9 -0.3 -0.17
I 3.500 -6.646 0.227 -0.2 0.3 -0.1 0.07
C 2.454 -3.779 0.649 -0.2 0.4 0.1 -0.12
C 3.313 -3.640 1.758 0.0 0.2 0.2 -0.15
C 3.314 -2.476 2.483 0.1 -0.4 -0.1 -0.24
C 2.442 -1.446 2.118 -0.3 0.1 -0.2 0.05
N 1.644 -1.545 1.082 0.2 0.3 0.4 -0.48
C 1.639 -2.657 0.337 0.3 -0.6 0.0 0.08
C 0.753 -2.642 -0.803 0.1 -0.7 -0.4 0.43
O 0.065 -1.617 -1.095 -0.1 0.0 -0.3 -0.79
H 1.374 -5.832 -1.841 0.1 -0.1 0.0 0.23
H 3.960 -4.466 2.022 0.0 0.0 0.0 0.22
H 3.971 -2.350 3.330 0.0 0.0 0.1 0.21
H 2.382 -0.521 2.677 0.0 0.0 0.1 0.20
C -2.119 -2.362 4.485 0.0 -0.2 0.1 -0.29
C -2.235 -0.992 4.672 -0.1 -0.1 0.2 -0.21
C -1.952 -0.115 3.649 0.0 0.1 -0.1 -0.29
C -1.511 -0.581 2.397 -0.1 -0.2 0.5 0.27
C -1.415 -1.972 2.223 0.0 0.2 -0.3 -0.30
C -1.722 -2.841 3.244 0.0 -0.2 0.3 -0.19
N -1.140 0.275 1.399 0.5 0.2 -0.2 -0.87
C -1.828 1.454 1.228 -0.4 0.4 0.0 0.27
C -3.232 1.489 1.259 0.1 0.0 -0.1 -0.28
C -3.916 2.622 0.872 -0.1 0.0 0.1 -0.21
C -3.232 3.766 0.491 -0.1 0.3 -0.1 -0.28
C -1.849 3.776 0.549 -0.1 0.1 -0.1 -0.20
C -1.155 2.642 0.916 0.1 -0.2 0.2 -0.30
H -2.331 -3.048 5.292 -0.1 0.0 0.1 0.20
H -2.539 -0.609 5.640 0.0 0.0 0.0 0.20
H -2.039 0.953 3.798 0.0 0.0 0.0 0.21
H -1.126 -2.350 1.252 0.0 0.0 -0.1 0.21
H -1.657 -3.909 3.077 0.0 0.0 0.0 0.20
H -3.770 0.596 1.540 -0.1 -0.1 0.0 0.21
H -4.997 2.611 0.849 -0.1 0.0 0.0 0.20
H -3.774 4.638 0.152 0.0 0.1 0.0 0.20
H -1.304 4.676 0.297 0.1 0.1 -0.1 0.20
H -0.076 2.645 0.944 0.1 0.0 0.0 0.23
C -0.715 2.299 -4.635 0.0 -0.1 0.0 -0.41
N -0.810 1.279 -3.624 -0.1 0.1 -0.1 -0.44
C 0.084 0.174 -3.880 -0.1 0.0 0.0 -0.43
C -0.764 1.745 -2.246 0.0 0.0 0.1 -0.26
C 0.605 2.120 -1.715 -0.1 0.0 0.0 0.02
C 1.203 3.299 -2.144 0.0 0.0 0.0 -0.25
C 2.459 3.665 -1.694 0.1 0.2 0.0 -0.24
C 3.131 2.845 -0.809 0.2 0.0 0.1 -0.24
C 2.526 1.681 -0.360 0.0 -0.1 0.0 -0.26
C 1.253 1.303 -0.783 -0.2 -0.2 0.2 -0.40
H -1.059 1.876 -5.581 0.0 0.1 -0.1 0.19
H 0.305 2.685 -4.789 0.1 0.0 0.0 0.16
H -1.368 3.130 -4.373 0.0 0.1 0.0 0.19
H -0.185 -0.287 -4.832 0.0 -0.1 -0.1 0.18
H -0.028 -0.557 -3.085 0.1 -0.1 0.0 0.24
H 1.142 0.477 -3.926 0.0 0.0 0.0 0.16
H -1.154 0.932 -1.625 -0.1 0.1 0.0 0.21
H -1.441 2.600 -2.154 0.0 -0.1 0.0 0.20
H 0.671 3.952 -2.822 -0.1 0.1 -0.1 0.20
H 2.907 4.594 -2.020 0.0 0.1 -0.1 0.20
H 4.116 3.121 -0.454 0.1 0.0 0.0 0.19
H 3.064 1.063 0.345 0.1 -0.1 0.2 0.19
```
Forces are in eV/Å.

Values from the calculation:
- E (eV) = -98892.3198
- HOMO-LUMO gap (spin up / spin down) (Ha) = 0.226 / 0.225
- net charge = -1
- multiplicity = 2



Entry 3:
DFT (wB97M-V/def2-TZVPD) results for a molecular structure, C30H26F42N10O29S14 at a distorted geometry.

```
151
Properties=species:S:1:pos:R:3:forces:R:3:mulliken_charge:R:1
C 7.137 -6.976 -3.837 0.6 -1.3 -1.2 -1.45
C 7.933 -5.737 -4.157 -1.4 1.1 0.0 0.42
C 8.640 -5.732 -5.530 0.9 1.0 -0.6 -0.79
O 9.522 -4.571 -5.671 -0.8 -0.3 -0.2 -0.37
C 10.087 -4.379 -7.003 -0.3 0.1 0.3 -0.74
N 6.875 -4.569 -4.125 1.6 0.4 -0.4 -0.31
H 6.767 -4.180 -3.200 -0.2 -0.1 0.7 0.31
H 7.268 -3.804 -4.655 0.3 0.6 -0.4 0.37
H 5.962 -4.731 -4.526 -0.5 -0.7 -0.2 0.30
H 6.629 -7.091 -2.880 0.5 0.4 0.1 0.40
H 7.853 -7.778 -4.017 0.0 -0.4 0.7 0.35
H 6.399 -7.199 -4.607 -0.2 0.4 -0.1 0.43
H 8.613 -5.460 -3.350 0.2 -0.1 -0.2 0.31
H 7.951 -5.719 -6.374 -0.6 0.0 0.2 0.46
H 9.257 -6.615 -5.697 -0.1 -0.3 0.6 0.42
H 9.825 -3.441 -7.493 -0.5 0.4 0.7 0.29
H 9.733 -5.111 -7.730 0.3 -0.5 0.3 0.34
H 11.173 -4.324 -6.921 0.0 -0.6 0.1 0.26
C -5.176 -1.774 4.116 0.7 -0.2 -0.3 -0.96
N -4.118 -1.325 3.143 0.1 -0.6 0.2 0.03
C -3.783 -0.024 3.231 1.1 -0.5 -0.8 -0.24
C -2.874 0.529 2.330 0.3 -0.4 -0.6 -0.78
C -2.216 -0.273 1.347 -1.0 -1.7 2.0 0.70
C -2.435 -1.691 1.490 -1.1 1.1 0.0 -0.75
C -3.471 -2.177 2.303 1.0 1.5 0.0 -0.27
C -1.244 0.217 0.356 1.8 2.0 -0.5 0.89
C 0.059 -0.311 0.287 -0.1 0.7 -1.4 -0.83
C 0.941 0.127 -0.752 -1.2 -0.3 2.3 -0.24
N 0.661 1.203 -1.491 -0.1 -1.4 -0.5 0.07
C -0.521 1.853 -1.372 0.3 -0.7 1.3 -0.33
C -1.443 1.411 -0.414 0.0 -0.7 -0.7 -0.72
C 1.678 1.621 -2.500 0.4 -0.6 1.0 -1.03
H -4.705 -2.035 5.063 0.1 0.1 -0.1 0.38
H -5.640 -2.677 3.718 -0.3 0.4 0.0 0.33
H -5.810 -0.898 4.256 -0.4 -0.6 -0.1 0.41
H -4.171 0.476 4.105 -0.2 0.5 -0.3 0.60
H -2.628 1.574 2.446 0.0 0.1 -0.1 0.55
H -1.930 -2.450 0.911 0.2 0.3 -0.3 0.47
H -3.699 -3.233 2.279 -0.4 0.1 0.4 0.45
H 0.413 -0.993 1.046 0.1 -0.4 -0.3 0.54
H 1.885 -0.384 -0.876 0.1 0.3 -0.1 0.51
H -0.600 2.717 -2.015 -0.4 0.1 0.2 0.51
H -2.371 1.958 -0.325 -0.1 0.0 0.0 0.53
H 2.316 2.304 -1.939 -0.4 1.1 -0.8 0.40
H 1.160 1.828 -3.436 0.5 0.7 0.3 0.42
H 2.405 0.821 -2.647 -0.5 -0.5 -0.2 0.35
C -3.010 8.066 4.505 0.8 0.5 1.5 0.59
F -1.855 7.407 4.242 -1.1 0.5 0.1 -0.21
F -2.801 9.394 4.282 -0.3 -1.1 0.0 -0.23
F -3.975 7.623 3.697 0.4 0.2 0.1 -0.21
S -3.617 7.730 6.348 -0.2 3.0 -2.1 0.99
O -4.822 8.529 6.502 1.4 -0.3 -0.5 -0.61
O -3.799 6.322 6.308 0.3 -1.0 0.1 -0.57
N -2.275 8.356 7.315 -2.7 -1.7 -2.0 -0.41
S -2.771 7.605 8.606 0.0 0.6 5.4 1.05
O -4.054 8.084 9.176 1.7 -0.9 -1.1 -0.65
O -2.493 6.191 8.717 0.0 0.4 -0.2 -0.63
C -1.598 8.332 9.965 -0.3 0.2 -2.2 0.57
F -1.922 7.760 11.131 0.5 0.6 -0.3 -0.22
F -0.290 8.096 9.666 -0.8 0.1 0.7 -0.23
F -1.758 9.688 10.024 0.2 -1.1 0.5 -0.24
C 3.276 3.855 4.843 -0.6 2.0 -2.7 0.63
F 4.548 3.973 5.043 1.9 0.3 0.1 -0.22
F 2.946 2.629 5.081 -0.9 -1.7 0.1 -0.20
F 2.637 4.683 5.621 -0.8 0.5 1.2 -0.21
S 2.797 4.399 3.019 1.5 -0.2 1.0 0.98
O 3.738 3.670 2.159 -1.2 0.5 1.1 -0.59
O 1.378 4.098 2.958 0.9 0.4 -0.1 -0.60
N 3.198 6.111 3.085 -1.2 -4.4 1.0 -0.42
S 3.336 6.471 1.596 -1.6 4.2 -3.4 0.96
O 2.664 5.604 0.578 1.7 1.5 1.9 -0.59
O 3.004 7.933 1.505 1.3 -3.1 -0.3 -0.70
C 5.259 6.393 1.286 -0.4 1.2 -1.0 0.69
F 5.508 5.887 0.067 -0.1 -0.4 0.2 -0.26
F 5.841 7.621 1.276 -0.7 0.1 0.0 -0.26
F 5.908 5.739 2.207 0.1 -1.1 0.5 -0.22
C -1.236 4.107 -10.032 -1.1 1.1 -1.7 0.65
F -2.278 3.436 -9.598 -0.1 -1.1 0.0 -0.21
F -1.296 5.256 -9.333 1.4 -0.4 -0.2 -0.22
F -0.116 3.387 -9.934 -0.3 0.7 1.0 -0.19
S -1.364 4.427 -11.926 -1.2 0.6 -1.6 0.99
O -0.374 5.434 -12.322 -1.4 -1.4 1.3 -0.60
O -1.245 3.081 -12.487 0.0 1.5 1.0 -0.61
N -3.031 5.040 -12.092 3.8 -0.8 2.5 -0.41
S -3.446 4.687 -13.517 -0.2 -0.3 -4.3 1.02
O -2.434 4.965 -14.565 -1.4 0.0 1.5 -0.67
O -4.163 3.446 -13.722 -0.1 0.5 0.4 -0.66
C -4.755 6.038 -13.789 1.2 -1.1 0.5 0.59
F -4.106 7.248 -13.575 -2.1 -1.4 -0.5 -0.23
F -5.202 5.903 -15.061 0.3 1.0 1.0 -0.22
F -5.832 5.838 -12.968 1.1 1.1 -0.7 -0.23
C -9.318 1.878 2.719 0.2 1.6 1.8 0.64
F -8.759 0.699 2.719 0.6 -1.3 -0.6 -0.23
F -8.327 2.798 2.771 -0.4 -0.2 -0.5 -0.24
F -10.045 2.060 1.628 0.0 -0.1 0.0 -0.21
S -10.367 1.982 4.280 -1.1 -2.7 0.5 0.96
O -11.234 3.138 4.152 1.3 -0.6 0.2 -0.60
O -11.070 0.658 4.229 1.8 2.6 0.2 -0.65
N -9.113 2.028 5.494 -1.5 -1.6 -5.2 -0.30
S -9.807 2.542 6.741 0.8 3.6 3.9 0.96
O -9.802 4.002 6.790 -0.2 -1.1 0.3 -0.65
O -11.011 1.901 7.161 -0.6 -0.8 0.2 -0.63
C -8.449 2.101 8.055 -2.5 2.8 -1.5 0.62
F -8.435 0.847 8.374 1.4 -1.9 -0.5 -0.22
F -7.323 2.698 7.617 0.2 -1.4 0.6 -0.21
F -8.825 2.704 9.178 0.1 0.9 0.6 -0.24
C -2.448 -5.442 6.900 -2.5 -2.6 0.5 0.65
F -3.216 -4.381 7.134 0.4 0.5 0.0 -0.22
F -2.159 -5.533 5.625 0.2 0.4 -1.2 -0.24
F -1.338 -5.420 7.574 0.7 0.5 0.8 -0.20
S -3.465 -7.063 7.405 1.5 -0.5 -0.7 0.95
O -2.635 -8.199 7.007 -0.3 1.7 0.4 -0.61
O -3.714 -6.923 8.838 -0.2 0.3 -1.8 -0.60
N -4.751 -6.914 6.309 3.4 2.0 0.5 -0.33
S -5.762 -7.921 6.805 -4.1 -1.8 2.1 0.99
O -5.175 -9.213 7.088 -0.8 0.1 0.2 -0.63
O -6.658 -7.305 7.805 0.7 -1.4 -1.7 -0.65
C -6.912 -8.330 5.268 2.0 1.5 -0.8 0.60
F -8.172 -8.472 5.584 -0.3 -1.2 0.5 -0.20
F -6.935 -7.241 4.427 0.6 -0.8 0.1 -0.26
F -6.395 -9.413 4.564 -1.3 1.5 1.1 -0.23
C 9.316 -1.015 -1.011 -1.6 -0.8 0.9 0.64
F 9.534 -2.291 -0.616 0.0 1.0 -1.0 -0.20
F 10.310 -0.277 -0.586 0.8 0.2 -1.0 -0.21
F 9.092 -0.990 -2.359 1.0 -0.1 1.1 -0.22
S 7.795 -0.266 -0.177 -1.6 2.5 0.5 0.94
O 8.211 0.479 1.021 -0.2 -2.2 -1.9 -0.54
O 7.204 0.677 -1.163 0.6 -3.1 0.9 -0.63
N 6.933 -1.790 0.103 0.1 3.9 -5.4 -0.41
S 7.061 -2.038 1.555 2.3 -0.1 8.4 1.01
O 8.484 -2.333 1.910 -2.5 -0.2 -0.1 -0.67
O 6.394 -1.068 2.482 0.7 -2.7 -2.0 -0.60
C 6.136 -3.741 1.778 2.3 1.0 -0.6 0.53
F 4.867 -3.565 1.522 -0.9 -0.5 -0.1 -0.20
F 6.676 -4.655 0.878 -0.9 0.7 1.1 -0.24
F 6.300 -4.210 3.026 -0.2 0.2 -1.0 -0.20
C 1.535 -2.594 -7.360 2.5 -2.6 -1.4 0.68
F 0.342 -2.537 -6.888 -1.4 0.0 -0.1 -0.18
F 1.669 -2.188 -8.627 -1.1 -0.4 -0.3 -0.22
F 2.327 -1.838 -6.694 1.4 2.1 2.2 -0.26
S 2.404 -4.364 -7.261 1.1 0.1 -1.2 0.90
O 1.627 -5.174 -8.179 0.0 0.2 1.3 -0.59
O 3.790 -4.173 -7.772 -2.0 0.3 2.2 -0.64
N 2.394 -4.742 -5.565 0.8 2.2 -2.7 -0.40
S 1.228 -5.743 -5.320 -0.9 -3.7 -1.4 1.02
O -0.068 -5.340 -5.886 1.4 -0.6 1.5 -0.59
O 1.758 -7.099 -5.677 -1.7 2.1 1.5 -0.66
C 1.022 -5.722 -3.375 -0.3 -0.8 -1.9 0.59
F 0.399 -4.634 -2.992 -0.7 0.8 0.2 -0.23
F 0.286 -6.803 -3.040 0.4 0.6 -0.1 -0.22
F 2.172 -5.752 -2.741 0.8 -0.4 0.3 -0.21
```
Forces are in eV/Å.

Values from the calculation:
- E (eV) = -371620.8654
- HOMO-LUMO gap (Ha) = 0.140
- net charge = -4